Entry 1:
{"formula": "C29H52Br2O19S5", "method": "wB97M-V/def2-TZVPD", "charge": 0, "lumo_ev": -1.961, "e_tot_ha": -9704.57055, "elements": ["Br", "C", "C", "Br", "H", "H", "H", "H", "O", "S", "O", "O", "C", "C", "C", "H", "H", "H", "H", "H", "H", "H", "H", "O", "S", "O", "O", "C", "C", "C", "H", "H", "H", "H", "H", "H", "H", "H", "O", "S", "O", "O", "C", "C", "C", "H", "H", "H", "H", "H", "H", "H", "H", "O", "S", "O", "O", "C", "C", "C", "H", "H", "H", "H", "H", "H", "H", "H", "O", "S", "O", "O", "C", "C", "C", "H", "H", "H", "H", "H", "H", "H", "H", "C", "C", "C", "O", "C", "C", "C", "O", "H", "H", "H", "H", "C", "C", "C", "O", "C", "C", "C", "O", "H", "H", "H", "H"], "xyz": [[2.337, 0.909, 2.095], [2.237, -0.128, 0.430], [1.365, 0.591, -0.557], [-0.500, 0.589, 0.127], [1.945, -1.141, 0.677], [3.243, -0.128, 0.008], [1.378, 0.169, -1.561], [1.694, 1.616, -0.718], [4.008, -6.866, 2.514], [4.329, -5.568, 3.022], [5.590, -4.959, 2.746], [3.127, -4.606, 2.547], [1.779, -5.166, 2.510], [0.909, -3.929, 2.358], [4.129, -5.516, 4.813], [1.646, -5.762, 3.412], [1.732, -5.828, 1.645], [1.326, -3.228, 1.643], [0.840, -3.412, 3.317], [-0.115, -4.185, 2.080], [3.154, -5.897, 5.096], [4.268, -4.479, 5.111], [4.967, -6.078, 5.218], [0.042, -4.426, -2.652], [-0.228, -3.325, -1.776], [0.736, -2.887, -0.796], [-0.594, -1.968, -2.589], [-1.461, -2.098, -3.716], [-1.767, -0.707, -4.197], [-1.797, -3.540, -0.930], [-2.347, -2.704, -3.518], [-0.969, -2.590, -4.564], [-2.403, -0.622, -5.076], [-0.839, -0.179, -4.429], [-2.274, -0.136, -3.413], [-2.433, -4.110, -1.604], [-2.267, -2.580, -0.743], [-1.595, -4.033, 0.017], [-4.451, -1.714, -2.339], [-4.810, -0.412, -1.841], [-4.793, 0.723, -2.712], [-6.297, -0.524, -1.156], [-7.356, -0.761, -2.088], [-8.642, -1.051, -1.317], [-3.933, -0.112, -0.311], [-7.110, -1.680, -2.634], [-7.472, 0.004, -2.855], [-9.301, -1.600, -1.990], [-9.168, -0.125, -1.078], [-8.497, -1.626, -0.407], [-2.880, -0.303, -0.539], [-4.241, -0.827, 0.446], [-4.034, 0.924, -0.008], [-0.741, 4.991, 4.124], [0.121, 3.941, 3.633], [0.675, 2.974, 4.533], [-0.634, 3.218, 2.377], [-1.268, 4.062, 1.434], [-2.690, 3.588, 1.192], [1.517, 4.621, 2.763], [-0.648, 4.016, 0.524], [-1.240, 5.148, 1.569], [-3.193, 4.012, 0.327], [-3.227, 3.784, 2.125], [-2.734, 2.504, 1.082], [1.166, 5.267, 1.955], [2.218, 3.842, 2.494], [1.931, 5.387, 3.425], [4.609, 0.162, -1.856], [5.070, 0.116, -3.216], [6.475, 0.102, -3.537], [4.443, -1.209, -3.912], [3.122, -1.613, -3.453], [2.484, -2.446, -4.535], [4.222, 1.409, -4.180], [2.506, -0.768, -3.150], [3.358, -2.231, -2.586], [3.138, -3.066, -5.148], [1.850, -1.909, -5.244], [1.799, -3.182, -4.103], [4.386, 1.237, -5.237], [4.741, 2.314, -3.870], [3.207, 1.310, -3.809], [-2.536, 0.437, 3.553], [-2.322, -0.798, 3.122], [-2.946, -2.012, 3.684], [-2.705, -3.118, 3.259], [-3.860, -1.722, 4.810], [-4.174, -0.487, 5.220], [-3.490, 0.711, 4.666], [-3.718, 1.834, 5.057], [-2.045, 1.254, 3.037], [-1.528, -0.926, 2.389], [-4.281, -2.566, 5.348], [-4.855, -0.325, 6.045], [3.804, 5.448, -2.308], [4.142, 6.728, -2.452], [4.533, 7.566, -1.289], [4.756, 8.746, -1.434], [4.582, 6.862, 0.015], [4.064, 5.641, 0.185], [3.647, 4.804, -0.961], [3.171, 3.695, -0.877], [3.511, 4.779, -3.109], [4.133, 7.258, -3.397], [5.023, 7.409, 0.839], [4.225, 5.194, 1.160]]}

***

Entry 2:
{"formula": "C29H53B3BrNO19Si", "method": "wB97M-V/def2-TZVPD", "charge": 0, "lumo_ev": 0.077, "e_tot_ha": -5559.66902, "elements": ["C", "C", "C", "Br", "B", "O", "B", "C", "N", "O", "B", "C", "C", "O", "Si", "C", "C", "C", "O", "H", "H", "H", "H", "H", "H", "H", "H", "H", "H", "H", "H", "H", "H", "H", "H", "H", "H", "H", "H", "H", "H", "H", "C", "C", "C", "O", "C", "O", "O", "H", "H", "H", "H", "H", "H", "C", "C", "C", "O", "C", "O", "O", "H", "H", "H", "H", "H", "H", "C", "C", "C", "O", "C", "O", "O", "H", "H", "H", "H", "H", "H", "C", "C", "C", "O", "C", "O", "O", "H", "H", "H", "H", "H", "H", "C", "C", "C", "O", "C", "O", "O", "H", "H", "H", "H", "H", "H"], "xyz": [[5.601, 2.436, 5.754], [4.585, 1.499, 5.090], [4.718, 0.053, 5.572], [3.807, -0.188, 7.288], [4.073, -1.033, 4.635], [4.312, -2.387, 4.825], [3.135, -3.130, 4.855], [2.804, -4.128, 6.008], [1.629, -4.958, 5.711], [2.207, -2.847, 3.851], [2.045, -1.499, 3.559], [0.647, -0.904, 3.183], [-0.419, -1.158, 4.273], [-0.914, 0.074, 4.786], [-2.567, 0.266, 4.774], [-2.962, 1.810, 5.742], [-3.400, -1.219, 5.548], [-3.173, 0.408, 3.001], [3.173, -0.668, 3.648], [5.241, 3.463, 5.802], [6.551, 2.418, 5.212], [5.817, 2.098, 6.773], [4.708, 1.503, 4.003], [3.571, 1.843, 5.306], [5.768, -0.179, 5.773], [3.670, -4.781, 6.163], [2.709, -3.534, 6.934], [0.839, -4.369, 5.476], [1.355, -5.472, 6.540], [0.317, -1.373, 2.248], [0.731, 0.171, 3.013], [-0.024, -1.734, 5.118], [-1.237, -1.746, 3.848], [-2.931, 1.604, 6.815], [-2.275, 2.630, 5.521], [-3.975, 2.139, 5.486], [-3.073, -2.108, 5.004], [-4.488, -1.133, 5.476], [-3.142, -1.325, 6.604], [-4.207, 0.062, 2.925], [-3.099, 1.432, 2.630], [-2.566, -0.231, 2.348], [2.383, -1.300, 0.157], [1.668, -1.953, -0.994], [1.717, -1.206, -2.311], [0.474, -1.585, -2.922], [-0.397, -1.888, -1.935], [-1.566, -2.051, -2.092], [0.241, -1.985, -0.751], [3.422, -1.089, -0.099], [1.888, -0.377, 0.449], [2.371, -1.977, 1.011], [1.987, -2.990, -1.128], [2.542, -1.494, -2.956], [1.714, -0.125, -2.158], [-2.153, -1.363, -5.356], [-1.396, -0.900, -6.571], [-2.231, -0.257, -7.657], [-1.488, -0.568, -8.844], [-0.794, -1.709, -8.608], [-0.237, -2.344, -9.444], [-0.825, -2.015, -7.294], [-2.751, -0.541, -4.960], [-2.813, -2.192, -5.615], [-1.478, -1.699, -4.574], [-0.568, -0.243, -6.289], [-2.333, 0.817, -7.549], [-3.218, -0.720, -7.731], [-3.278, 5.578, -9.696], [-2.475, 5.194, -8.481], [-1.246, 4.348, -8.751], [-1.133, 3.583, -7.545], [-2.372, 3.471, -7.010], [-2.662, 2.717, -6.136], [-3.228, 4.314, -7.621], [-2.630, 6.047, -10.437], [-3.738, 4.693, -10.137], [-4.069, 6.280, -9.438], [-2.211, 6.074, -7.888], [-0.335, 4.919, -8.909], [-1.403, 3.660, -9.586], [2.960, 5.732, -0.686], [3.124, 4.240, -0.564], [2.725, 3.436, -1.787], [2.297, 2.196, -1.209], [1.864, 2.456, 0.053], [1.257, 1.688, 0.725], [2.222, 3.701, 0.424], [3.474, 6.090, -1.580], [1.903, 5.989, -0.756], [3.379, 6.244, 0.178], [4.138, 3.978, -0.249], [3.536, 3.253, -2.486], [1.877, 3.888, -2.308], [-3.559, -4.354, 0.014], [-3.279, -3.736, 1.357], [-1.924, -4.056, 1.958], [-2.194, -3.995, 3.367], [-3.509, -4.290, 3.549], [-4.007, -4.526, 4.601], [-4.160, -4.271, 2.368], [-2.758, -4.105, -0.679], [-3.636, -5.438, 0.111], [-4.492, -3.979, -0.402], [-3.437, -2.654, 1.331], [-1.145, -3.345, 1.697], [-1.600, -5.070, 1.710]]}

***

Entry 3:
{"formula": "C29H53BO2P2Ru", "method": "wB97M-V/def2-TZVPD", "e_above_lowest_kcal_mol": 23.11, "charge": 2, "lumo_ev": [-5.944, -7.944], "spin_multiplicity": 5, "e_tot_ha": -2089.04015, "s2": 6.0769, "elements": ["Ru", "C", "C", "C", "C", "C", "C", "H", "H", "H", "C", "H", "H", "H", "C", "H", "H", "H", "C", "H", "H", "H", "C", "H", "H", "H", "C", "C", "C", "C", "C", "C", "C", "C", "H", "H", "H", "H", "H", "H", "H", "H", "H", "H", "H", "H", "P", "C", "C", "P", "C", "C", "C", "H", "H", "H", "H", "H", "H", "H", "H", "H", "H", "H", "H", "H", "H", "C", "C", "C", "O", "B", "O", "C", "C", "C", "H", "H", "H", "H", "H", "H", "H", "H", "H", "H", "H", "H"], "xyz": [[0.439, -0.276, 1.950], [3.000, 0.916, 0.056], [3.103, 1.635, 1.299], [2.541, -0.591, 1.800], [2.741, -0.436, 0.329], [2.871, 0.745, 2.362], [3.181, 1.504, -1.295], [2.797, 2.532, -1.340], [2.658, 0.910, -2.055], [4.246, 1.536, -1.579], [2.820, -1.520, -0.665], [2.022, -1.439, -1.422], [2.744, -2.510, -0.202], [3.780, -1.484, -1.210], [2.919, -1.831, 2.539], [3.839, -1.655, 3.115], [3.102, -2.663, 1.851], [2.130, -2.130, 3.235], [3.088, 0.999, 3.798], [4.020, 0.520, 4.136], [2.269, 0.594, 4.406], [3.183, 2.073, 4.004], [3.458, 3.071, 1.411], [4.530, 3.223, 1.215], [3.250, 3.454, 2.417], [2.909, 3.685, 0.683], [-0.585, 2.612, -4.550], [-1.056, 3.817, -4.202], [-2.167, 4.201, -3.254], [-2.864, 3.126, -2.386], [-1.972, 2.783, -1.188], [-0.663, 2.269, -1.643], [-0.571, 1.059, -2.500], [-0.985, 1.272, -3.988], [-2.960, 4.705, -3.830], [-3.095, 2.240, -2.984], [-1.770, 4.968, -2.569], [-2.069, 1.116, -4.096], [0.151, 2.548, -5.365], [-0.630, 4.695, -4.712], [-0.495, 0.488, -4.585], [0.474, 0.690, -2.486], [0.130, 3.009, -1.766], [-1.165, 0.217, -2.087], [-3.822, 3.528, -2.022], [-1.819, 3.712, -0.606], [-2.588, 1.586, 0.183], [-4.028, 0.822, -0.608], [-3.275, 2.623, 1.488], [0.013, 1.179, 0.393], [-1.627, 0.239, 0.763], [-0.014, 2.724, 1.419], [-0.173, -0.644, 3.855], [-4.030, -0.257, -0.409], [-4.044, 0.983, -1.690], [-4.929, 1.268, -0.172], [-4.369, 2.513, 1.463], [-3.046, 3.686, 1.326], [-2.919, 2.311, 2.479], [-1.270, -0.763, 3.832], [0.092, 0.186, 4.532], [0.280, -1.577, 4.227], [-1.788, -0.640, 0.128], [-1.818, 0.000, 1.836], [0.482, 2.519, 2.377], [-1.015, 3.110, 1.633], [0.548, 3.493, 0.878], [-1.196, -5.329, 1.362], [-0.201, -4.338, 0.799], [1.132, -5.063, 0.680], [-0.062, -3.282, 1.771], [0.061, -2.078, 1.079], [-0.179, -2.241, -0.303], [-0.634, -3.590, -0.525], [0.016, -4.067, -1.807], [-2.147, -3.552, -0.723], [-1.320, -6.170, 0.669], [-2.173, -4.872, 1.550], [-0.811, -5.724, 2.311], [1.431, -5.428, 1.672], [1.031, -5.933, 0.017], [1.937, -4.422, 0.297], [-0.244, -5.116, -2.000], [-0.352, -3.470, -2.651], [1.108, -3.967, -1.779], [-2.676, -3.187, 0.168], [-2.394, -2.894, -1.568], [-2.520, -4.556, -0.969]]}

***

Entry 4:
{"formula": "C29H53N2O2P2Pb", "method": "wB97M-V/def2-TZVPD", "charge": 1, "lumo_ev": -3.221, "e_tot_ha": -2272.05854, "elements": ["C", "C", "C", "C", "C", "H", "H", "H", "N", "P", "P", "C", "H", "H", "C", "O", "C", "H", "C", "C", "C", "C", "C", "H", "H", "H", "C", "H", "H", "H", "C", "H", "H", "H", "C", "H", "H", "H", "C", "H", "H", "H", "C", "H", "H", "H", "C", "H", "H", "H", "C", "H", "H", "H", "C", "H", "H", "H", "C", "H", "H", "H", "C", "H", "H", "H", "C", "H", "H", "H", "Pb", "N", "C", "C", "C", "C", "C", "H", "H", "H", "H", "H", "H", "H", "H", "H", "O", "H", "H"], "xyz": [[2.221, -1.148, -0.574], [1.654, 0.963, -1.462], [3.156, -1.407, -1.578], [2.386, 0.596, -2.643], [3.205, -0.534, -2.648], [3.790, -2.289, -1.474], [2.297, 1.230, -3.531], [3.826, -0.803, -3.495], [1.521, -0.004, -0.468], [0.362, -2.576, 1.260], [0.341, 2.706, 0.277], [2.011, -2.258, 0.482], [2.299, -3.226, 0.028], [2.721, -2.069, 1.310], [-2.375, -0.072, 3.462], [-3.303, -0.120, 4.124], [1.131, 2.283, -1.240], [0.925, 2.910, -2.108], [-1.476, 3.605, 0.167], [1.872, 3.849, 0.768], [-0.455, -3.772, 0.021], [0.847, -3.414, 2.911], [-2.629, 2.726, 0.703], [-2.586, 2.583, 1.792], [-3.585, 3.242, 0.488], [-2.695, 1.742, 0.212], [-1.505, 4.905, 0.978], [-1.346, 4.706, 2.044], [-0.766, 5.643, 0.648], [-2.499, 5.378, 0.885], [-1.757, 3.859, -1.308], [-2.683, 4.449, -1.432], [-0.947, 4.375, -1.838], [-1.934, 2.894, -1.792], [1.710, 4.401, 2.188], [1.899, 3.606, 2.922], [2.425, 5.219, 2.385], [0.703, 4.778, 2.389], [3.191, 3.045, 0.705], [3.121, 2.103, 1.268], [3.463, 2.794, -0.328], [4.016, 3.640, 1.137], [1.871, 4.930, -0.324], [2.032, 4.459, -1.305], [0.917, 5.473, -0.366], [2.692, 5.651, -0.171], [-0.447, -3.918, 3.561], [-0.226, -4.314, 4.560], [-1.188, -3.120, 3.687], [-0.922, -4.730, 3.000], [1.501, -2.355, 3.818], [2.523, -2.122, 3.495], [0.940, -1.414, 3.878], [1.575, -2.760, 4.839], [1.842, -4.572, 2.760], [2.790, -4.247, 2.315], [2.066, -4.956, 3.768], [1.453, -5.411, 2.177], [-0.128, -3.309, -1.409], [0.913, -3.521, -1.682], [-0.770, -3.847, -2.124], [-0.320, -2.236, -1.535], [-1.967, -3.657, 0.258], [-2.322, -2.625, 0.146], [-2.493, -4.267, -0.488], [-2.259, -4.029, 1.248], [-0.032, -5.241, 0.169], [1.049, -5.388, 0.054], [-0.364, -5.691, 1.113], [-0.517, -5.818, -0.635], [-0.567, 0.036, 1.231], [-2.381, -0.474, -0.959], [-2.892, -0.581, -2.024], [-2.737, -0.149, -3.486], [-1.758, 1.036, -3.642], [-1.954, -1.285, -4.149], [-4.098, 0.234, -4.073], [-2.147, 1.939, -3.178], [-0.798, 0.815, -3.162], [-1.581, 1.234, -4.712], [-2.337, -2.287, -3.929], [-1.866, -1.111, -5.231], [-0.941, -1.263, -3.712], [-4.045, 0.151, -5.177], [-4.932, -0.341, -3.645], [-4.330, 1.279, -3.817], [1.305, 1.003, 3.419], [2.273, 0.975, 3.484], [1.023, 1.290, 4.317]]}

***

Entry 5:
{"formula": "C29H54NO11P2", "method": "wB97M-V/def2-TZVPD", "charge": 0, "lumo_ev": [0.522, 0.426], "spin_multiplicity": 2, "e_tot_ha": -2702.58713, "s2": 0.7541, "elements": ["C", "C", "O", "C", "O", "C", "C", "C", "C", "C", "C", "C", "C", "C", "C", "N", "O", "C", "C", "C", "C", "H", "H", "H", "H", "H", "H", "H", "H", "H", "H", "H", "H", "H", "H", "H", "H", "H", "H", "H", "H", "H", "H", "H", "H", "O", "P", "O", "C", "C", "O", "C", "C", "O", "C", "C", "H", "H", "H", "H", "H", "H", "H", "H", "H", "H", "H", "H", "H", "H", "H", "O", "P", "O", "C", "C", "O", "C", "C", "O", "C", "C", "H", "H", "H", "H", "H", "H", "H", "H", "H", "H", "H", "H", "H", "H", "H"], "xyz": [[-3.039, -3.301, -1.810], [-2.972, -3.364, -0.277], [-4.219, -2.973, 0.347], [-5.272, -3.824, 0.175], [-5.829, -3.960, -0.889], [-5.811, -4.551, 1.374], [-7.188, -4.751, 1.404], [-7.769, -5.444, 2.444], [-6.986, -5.949, 3.473], [-5.622, -5.717, 3.457], [-5.030, -5.019, 2.420], [-2.429, -4.711, 0.216], [-1.015, -5.058, -0.302], [-0.390, -6.043, 0.737], [-1.025, -5.838, -1.620], [-0.103, -3.881, -0.373], [0.285, -3.570, -1.553], [-0.539, -2.734, 0.453], [-0.331, -2.978, 1.964], [0.412, -1.565, 0.114], [-1.964, -2.251, 0.147], [-3.550, -4.175, -2.211], [-3.651, -2.429, -2.049], [-2.056, -3.131, -2.241], [-7.773, -4.349, 0.589], [-8.839, -5.606, 2.457], [-7.454, -6.510, 4.270], [-5.037, -6.120, 4.273], [-3.966, -4.851, 2.442], [-2.378, -4.653, 1.297], [-3.088, -5.511, -0.131], [-0.545, -7.077, 0.434], [-0.779, -5.897, 1.744], [0.686, -5.876, 0.793], [0.005, -6.078, -1.884], [-1.445, -5.277, -2.446], [-1.541, -6.777, -1.431], [0.620, -3.470, 2.161], [-0.259, -1.991, 2.419], [-1.179, -3.462, 2.446], [0.217, -1.143, -0.867], [1.437, -1.927, 0.211], [0.308, -0.762, 0.844], [-2.392, -1.711, 0.993], [-1.914, -1.536, -0.674], [5.847, 2.525, 0.268], [5.253, 1.687, 1.325], [6.109, 0.322, 1.456], [7.534, 0.362, 1.509], [8.043, 0.584, 2.921], [3.889, 1.104, 0.698], [3.387, 1.564, -0.559], [3.859, 0.674, -1.688], [4.588, 1.737, 2.789], [5.101, 2.564, 3.847], [5.634, 3.901, 3.375], [7.922, 1.128, 0.835], [7.881, -0.604, 1.141], [7.822, 1.599, 3.260], [9.124, 0.448, 2.965], [7.572, -0.113, 3.614], [3.660, 2.605, -0.728], [2.297, 1.527, -0.502], [4.937, 0.515, -1.663], [3.595, 1.106, -2.655], [3.393, -0.309, -1.612], [5.863, 2.011, 4.402], [4.271, 2.726, 4.536], [6.467, 3.775, 2.676], [5.993, 4.484, 4.222], [4.855, 4.467, 2.863], [-1.804, 5.890, -1.251], [-0.784, 5.395, -2.192], [-1.516, 4.861, -3.529], [-2.525, 5.644, -4.166], [-1.935, 6.655, -5.130], [-0.275, 3.995, -1.574], [-0.674, 3.564, -0.274], [-1.897, 2.672, -0.348], [0.681, 5.696, -2.779], [1.123, 7.017, -3.133], [0.603, 8.102, -2.213], [-3.152, 6.141, -3.422], [-3.158, 4.943, -4.711], [-1.407, 7.446, -4.591], [-2.720, 7.125, -5.723], [-1.225, 6.175, -5.804], [-0.845, 4.415, 0.384], [0.165, 3.002, 0.140], [-2.687, 3.132, -0.941], [-2.283, 2.461, 0.650], [-1.646, 1.723, -0.827], [0.855, 7.222, -4.173], [2.212, 6.995, -3.092], [-0.490, 8.149, -2.227], [0.984, 9.074, -2.525], [0.914, 7.917, -1.185]]}